The following is a DFT calculation (ωB97M-V with the def2-TZVPD basis set) of C36H32BCrF3O5S as an isolated structure in a non-equilibrium geometry.

Output
* LUMO level (spin up / spin down): -9.6648 / -12.0847 eV
* gap between HOMO and LUMO (spin up / spin down): 5.98 / 3.55 eV
* charge: +3
* spin multiplicity: 4
* expectation value of S²: 3.82
* relative energy (zero: lowest compared OMol25 entry of this formula, charge and spin): 0.074 eV

```
79
Properties=species:S:1:pos:R:3:forces:R:3
C -3.799 6.418 -1.102 -0.1175 0.1700 0.1308
C -2.932 5.347 -0.560 0.4341 -0.1518 -0.8662
C -2.669 5.123 0.781 1.2049 -1.6390 1.4596
C -1.701 4.096 1.003 -1.0803 1.5997 0.3436
C -1.078 3.667 -0.177 -0.6366 -0.3569 -1.0706
B -1.209 0.063 -0.505 -0.4230 1.7819 -0.4642
C 0.181 2.985 -0.338 -0.1860 -0.3966 0.0769
C 0.871 2.471 0.790 0.1044 0.3868 0.2307
C 2.250 2.342 0.753 -0.4631 -0.4573 -0.0536
C 2.908 2.557 -0.452 0.3510 0.2083 -0.5091
C 4.411 2.618 -0.474 1.6944 0.5883 -0.2482
F 4.937 2.419 -1.719 -0.6883 0.1074 1.3495
F 4.864 3.833 -0.032 -0.6593 -1.4322 -0.4687
F 4.971 1.671 0.353 -0.4773 0.4655 -0.5072
C 2.212 2.736 -1.653 -0.3686 -0.2043 0.4498
C 0.835 2.899 -1.592 0.1160 0.4305 -0.2629
O -1.711 0.110 0.768 0.3558 -0.4372 -0.9988
C -3.089 -0.286 0.518 -0.8641 -0.4690 0.1847
C -3.102 -1.816 0.760 0.0006 0.0824 0.0549
C -3.957 0.395 1.550 -0.2586 0.0483 0.0615
C -3.380 0.178 -1.000 -0.3204 -0.1077 0.1156
C -4.022 -0.895 -1.878 -0.1228 -0.1982 0.1651
C -4.119 1.496 -1.147 -0.1804 0.0717 0.0915
O -2.056 0.426 -1.533 0.6498 -0.6944 1.2142
S -1.985 4.300 -1.562 0.4216 0.4399 0.1088
H -4.179 7.031 -0.274 0.0741 -0.1823 -0.2569
H -3.202 7.063 -1.765 -0.2626 -0.1917 0.0439
H -4.661 6.027 -1.662 0.2891 0.0334 0.0146
H -3.156 5.701 1.571 0.1585 -0.3463 -0.2251
H -1.411 3.736 1.984 0.0383 0.2418 -0.0657
H 0.303 2.172 1.668 0.1803 0.4195 0.0421
H 2.816 1.999 1.618 -0.2002 0.2480 -0.1036
H 2.749 2.729 -2.595 -0.1472 0.1017 0.0822
H 0.267 2.976 -2.519 0.1147 0.3536 0.2147
H -4.094 -2.256 0.578 0.3371 0.1460 0.0337
H -2.348 -2.352 0.155 -0.4212 0.3035 0.0348
H -2.829 -1.994 1.817 -0.2239 0.1427 -0.4354
H -4.993 0.039 1.451 0.2590 0.2204 0.1084
H -3.593 0.147 2.555 -0.1460 0.0230 -0.2573
H -3.930 1.482 1.428 -0.0982 -0.1999 0.0945
H -5.069 -1.053 -1.579 0.2942 -0.0063 -0.0944
H -4.011 -0.562 -2.926 -0.0151 -0.0607 0.3342
H -3.487 -1.857 -1.814 -0.1962 0.4049 -0.0410
H -5.172 1.412 -0.857 0.2237 0.0996 0.0267
H -3.621 2.281 -0.567 -0.2258 -0.1450 0.0736
H -4.071 1.804 -2.197 -0.0697 -0.1561 0.1134
O 3.275 -6.406 2.800 0.9263 5.5835 -0.9091
C 3.481 -5.277 2.571 -1.7050 -6.8231 1.5037
Cr 4.007 -3.548 1.961 0.5484 -0.3366 0.4004
C 3.248 -4.096 0.320 -2.6139 -2.8202 -5.6867
O 2.872 -4.621 -0.648 1.5826 2.5135 4.1085
C 5.536 -4.522 1.358 5.7381 -4.4892 -2.6169
O 6.353 -5.243 0.952 -3.6714 3.4959 1.9323
C 4.915 -2.525 3.660 0.6430 0.1271 1.2607
C 3.562 -2.770 3.922 -0.0498 0.0355 0.7262
C 2.591 -2.375 2.984 -1.2801 0.4880 0.5311
C 2.965 -1.583 1.879 -1.9596 1.0171 -1.4802
C 1.957 -1.067 0.968 0.3778 -0.4550 0.9117
C 1.050 -0.703 0.242 1.5605 0.0906 -0.6145
C 0.240 -0.327 -0.908 0.0237 -0.9223 0.6511
C -0.127 -1.598 -1.698 0.1642 -1.1032 -0.4056
C -0.664 -1.493 -2.988 0.3223 0.2245 0.0308
C -1.157 -2.609 -3.654 -0.0546 -0.1942 0.2410
C -1.138 -3.871 -3.041 0.0094 0.2372 -0.0011
C -0.563 -3.997 -1.778 -0.0655 0.1435 0.0825
C -0.064 -2.871 -1.111 0.0597 0.2002 -0.2736
C 4.333 -1.497 1.546 0.1915 1.3946 -0.7784
C 5.309 -1.904 2.465 0.3435 0.4181 -0.1049
H 5.675 -2.843 4.377 -0.2734 0.0248 -0.2234
H 3.249 -3.292 4.829 0.1994 0.0653 -0.2586
H 1.531 -2.614 3.116 0.4161 0.1817 0.1283
H 0.702 0.443 -1.525 0.2652 -0.2332 0.0299
H -0.698 -0.506 -3.452 -0.1107 -0.3656 0.0195
H -1.605 -2.490 -4.638 0.1641 -0.0364 0.1644
H -1.586 -4.734 -3.546 0.2945 0.3572 0.2172
H -0.534 -4.966 -1.278 -0.0079 0.2104 -0.1867
H 0.382 -2.974 -0.119 -0.2907 -0.0958 -0.2067
H 4.602 -1.047 0.589 0.0254 -0.0097 0.3656
H 6.361 -1.748 2.220 -0.2229 -0.2105 0.1165
```
Forces are in eV/Å.

***

The following is a DFT calculation (ωB97M-V with the def2-TZVPD basis set) of C36H32BCrF3O5S as an isolated structure in a non-equilibrium geometry.

Output
* LUMO level (spin up / spin down): -10.6950 / -12.2958 eV
* gap between HOMO and LUMO (spin up / spin down): 4.82 / 4.87 eV
* charge: +3
* spin multiplicity: 4
* expectation value of S²: 3.82
* relative energy (zero: lowest compared OMol25 entry of this formula, charge and spin): 4.292 eV

```
79
Properties=species:S:1:pos:R:3:forces:R:3
C 1.443 -0.745 -5.684 0.0551 0.3994 -0.2459
C 1.467 -1.220 -4.286 0.0869 0.0833 0.8218
C 2.394 -0.858 -3.297 -0.2093 -0.5923 0.8371
C 2.169 -1.499 -2.067 0.2552 1.0210 -0.4301
C 0.877 -2.104 -1.974 1.2068 -3.0903 -1.1084
B -0.769 2.319 -0.314 2.2638 2.9523 -3.4449
C 0.580 -3.181 -0.994 0.8086 1.0996 -0.5132
C 1.576 -3.717 -0.147 0.2338 -0.1738 0.6341
C 1.213 -4.553 0.921 0.3218 0.6089 -0.9057
C -0.144 -4.769 1.134 -0.0891 -0.2265 0.4197
C -0.578 -5.429 2.421 -0.5498 -1.4825 1.1361
F -1.382 -4.576 3.137 0.6675 -0.4776 -0.5821
F -1.284 -6.579 2.226 0.7325 1.4468 0.0147
F 0.481 -5.747 3.224 -0.9108 0.5267 -0.7753
C -1.122 -4.336 0.236 0.0070 0.0547 -0.1486
C -0.740 -3.580 -0.856 -0.9823 -0.3279 0.1523
O 0.435 2.851 0.078 -2.1874 -3.2067 1.1990
C 0.460 4.140 -0.602 -0.8838 1.8630 -0.3672
C -0.245 5.112 0.350 0.1262 -0.1430 -0.0086
C 1.889 4.576 -0.794 0.2949 -0.2575 -0.2385
C -0.392 3.870 -1.907 1.5719 0.6687 -0.5615
C -1.251 5.010 -2.393 -0.0960 0.2180 0.1786
C 0.481 3.333 -3.057 -0.2160 -0.1634 0.0314
O -1.293 2.821 -1.464 -1.0675 -2.7045 2.5604
S 0.217 -2.239 -3.621 0.2421 -0.0788 -0.0514
H 2.255 -0.024 -5.844 -0.2068 -0.2737 0.0159
H 1.511 -1.521 -6.459 0.0003 -0.0294 0.3779
H 0.492 -0.231 -5.836 -0.0470 0.0500 -0.2291
H 3.182 -0.128 -3.458 0.0733 -0.4215 -0.1827
H 2.775 -1.410 -1.167 0.0637 0.0744 -0.4345
H 2.641 -3.502 -0.288 -0.5164 0.0239 -0.0863
H 1.972 -4.980 1.585 -0.3633 0.1785 -0.3142
H -2.167 -4.567 0.408 0.1003 -0.0830 -0.0075
H -1.475 -3.254 -1.598 0.1086 -0.0302 0.4071
H -0.286 6.119 -0.078 -0.0501 -0.2184 0.1329
H -1.262 4.774 0.611 0.2476 0.1953 -0.1644
H 0.353 5.144 1.263 -0.1877 0.1207 0.0046
H 1.890 5.490 -1.396 0.0458 -0.0898 0.0587
H 2.320 4.817 0.177 0.0592 -0.0016 -0.0676
H 2.526 3.829 -1.289 -0.2948 0.2031 0.1114
H -0.619 5.848 -2.704 -0.0995 -0.0665 0.0860
H -1.828 4.687 -3.262 0.0592 0.0177 0.0773
H -1.947 5.347 -1.617 0.1428 -0.0224 -0.2242
H 1.035 4.174 -3.494 -0.0662 -0.2459 0.1539
H 1.208 2.562 -2.748 -0.3169 0.2674 0.0183
H -0.155 2.924 -3.855 0.0938 0.1117 0.2618
O -1.334 2.122 3.128 2.6435 -2.4341 1.0486
C -0.588 1.295 3.486 -2.6764 2.7606 -1.4394
Cr 0.293 -0.276 4.049 -2.0825 1.1029 0.8685
C -1.281 -0.986 3.296 -3.8020 -0.8772 -1.1537
O -2.354 -1.270 2.943 3.4648 0.5917 0.9805
C -0.882 -0.142 5.581 -2.9327 0.1036 2.8027
O -1.759 -0.059 6.322 2.7163 -0.2109 -1.9770
C 2.028 -0.861 5.212 0.3546 -0.1758 0.2754
C 2.345 0.311 4.501 0.9007 0.5423 0.4428
C 2.104 0.399 3.129 1.0733 0.5032 -0.4951
C 1.584 -0.684 2.397 -0.8023 0.2723 -0.7906
C 1.076 -0.474 1.037 -0.4319 0.2127 -0.4563
C 0.497 -0.255 -0.026 1.7708 -1.0684 1.7721
C -0.141 -0.492 -1.262 -2.4800 4.3511 0.3823
C -1.594 -0.197 -1.145 0.3719 -0.5882 -0.0191
C -2.414 -0.602 -2.215 -0.5130 -0.3228 -0.3708
C -3.710 -1.054 -1.966 0.1029 0.3361 -0.7954
C -4.262 -0.953 -0.681 0.7624 -0.3792 -0.3123
C -3.531 -0.316 0.329 -0.3785 1.1388 0.0464
C -2.259 0.195 0.056 0.1394 -0.7311 0.1517
C 1.301 -1.873 3.117 0.6656 -1.0295 -0.1517
C 1.554 -1.977 4.491 0.5639 -0.8888 0.3243
H 2.191 -0.911 6.300 -0.1970 0.0077 -0.6542
H 2.753 1.176 5.042 -0.3159 -0.3645 -0.3144
H 2.293 1.318 2.587 0.0226 0.0572 0.1929
H 0.205 0.044 -2.170 0.3329 -0.7156 0.4263
H -1.981 -0.594 -3.218 -0.2633 -0.4190 0.3430
H -4.280 -1.482 -2.809 0.1877 0.3365 0.6263
H -5.237 -1.373 -0.487 -0.0903 0.0427 0.1281
H -4.007 -0.186 1.306 0.2623 0.2042 -0.4086
H -1.723 0.793 0.817 0.1600 -0.6440 0.3504
H 0.873 -2.720 2.603 -0.0495 0.0328 -0.0323
H 1.337 -2.911 5.029 -0.0088 0.4746 -0.3907
```
Forces are in eV/Å.

***

The following is a DFT calculation (ωB97M-V with the def2-TZVPD basis set) of C36H32BaN3O5S5 as an isolated structure.

Output
* LUMO level: 1.8698 eV
* gap between HOMO and LUMO: 5.98 eV
* charge: -1
* spin multiplicity: 1
* relative energy (zero: lowest compared OMol25 entry of this formula, charge and spin): 0.000 eV

```
82
Properties=species:S:1:pos:R:3:forces:R:3
Ba 0.932 -0.608 -0.492 0.0349 -0.0670 0.1655
C -0.888 1.255 2.048 -0.0083 -0.0042 -0.0029
N 0.226 0.327 2.317 -0.0197 -0.0021 0.0040
C -0.261 -0.883 2.983 -0.0076 0.0014 -0.0027
C -1.214 -1.722 2.143 -0.0092 0.0125 0.0113
N -0.576 -2.535 1.113 -0.0286 -0.0004 -0.0312
C -1.622 -3.086 0.238 0.0020 0.0126 -0.0084
C 0.317 -3.571 1.571 0.0067 0.0052 -0.0038
C 0.268 -4.035 2.884 -0.0010 -0.0026 0.0069
C 1.123 -5.026 3.341 -0.0007 0.0005 -0.0008
C 2.039 -5.580 2.459 -0.0010 -0.0013 -0.0018
C 2.087 -5.137 1.150 0.0041 -0.0012 0.0045
C 1.246 -4.127 0.657 -0.0067 0.0042 -0.0075
S 1.396 -3.645 -1.025 0.0088 0.0146 0.0121
C 1.269 1.008 3.043 -0.0008 0.0005 -0.0075
C 1.522 0.717 4.382 0.0045 -0.0087 0.0000
C 2.495 1.390 5.108 0.0009 0.0049 0.0009
C 3.216 2.399 4.498 0.0006 -0.0019 0.0045
C 2.972 2.698 3.168 -0.0047 0.0008 -0.0033
C 2.030 2.010 2.396 0.0058 0.0059 0.0007
S 1.886 2.414 0.687 -0.0084 -0.0061 0.0018
H -1.506 1.379 2.950 0.0027 -0.0002 0.0022
H -1.498 0.893 1.222 0.0126 0.0060 -0.0031
H -0.490 2.221 1.750 -0.0022 0.0028 0.0036
H -0.799 -0.619 3.908 -0.0005 0.0001 -0.0019
H 0.601 -1.486 3.267 0.0025 -0.0003 -0.0008
H -1.928 -1.079 1.625 0.0065 -0.0016 -0.0020
H -1.818 -2.342 2.825 -0.0134 -0.0017 -0.0124
H -2.341 -3.678 0.824 -0.0046 -0.0010 -0.0040
H -1.163 -3.712 -0.523 -0.0026 -0.0061 0.0013
H -2.149 -2.263 -0.249 0.0006 -0.0055 0.0021
H -0.447 -3.612 3.578 -0.0004 0.0001 0.0012
H 1.070 -5.355 4.371 -0.0005 -0.0003 -0.0005
H 2.723 -6.353 2.791 -0.0003 -0.0001 0.0005
H 2.803 -5.561 0.458 -0.0005 0.0008 -0.0003
H 0.955 -0.053 4.884 0.0007 0.0028 0.0009
H 2.671 1.126 6.143 -0.0001 -0.0009 0.0003
H 3.973 2.949 5.046 -0.0001 0.0005 0.0002
H 3.532 3.492 2.687 0.0017 -0.0009 0.0013
O 0.829 1.160 -4.897 -0.0034 -0.0014 0.0060
C 1.368 0.557 -3.838 -0.0263 -0.0034 -0.0150
O 0.975 -0.483 -3.379 0.0229 -0.0121 -0.0351
C 2.525 1.306 -3.242 0.0122 0.0002 0.0054
C 3.094 2.430 -3.819 0.0017 0.0094 0.0065
C 4.157 3.026 -3.155 -0.0095 -0.0020 -0.0165
C 4.579 2.506 -1.944 -0.0033 -0.0077 0.0197
C 3.923 1.388 -1.440 0.0012 0.0089 0.0068
N 2.940 0.791 -2.092 -0.0160 0.0293 -0.0853
C 4.292 0.745 -0.120 -0.0086 -0.0157 -0.0068
O 4.904 1.558 0.760 -0.0020 0.0215 0.0086
O 4.119 -0.425 0.079 0.0187 0.0185 -0.0342
H 0.017 0.669 -5.142 -0.0032 0.0053 0.0030
H 2.709 2.817 -4.751 0.0012 0.0027 0.0003
H 4.640 3.899 -3.573 0.0024 0.0000 0.0022
H 5.388 2.954 -1.386 0.0007 0.0038 -0.0034
H 4.322 2.348 0.817 0.0004 -0.0102 0.0006
O -1.300 0.181 -1.146 0.0412 -0.0870 0.0021
C -2.454 0.627 -1.709 0.0175 0.0749 0.0217
C -2.646 2.120 -1.413 -0.0122 -0.0053 0.0133
C -1.667 2.974 -1.007 -0.0028 -0.0022 -0.0040
C -2.126 4.312 -0.848 0.0045 0.0033 -0.0135
C -3.448 4.450 -1.137 -0.0092 -0.0094 0.0162
S -4.149 2.950 -1.582 0.0053 0.0038 -0.0121
C -3.652 -0.143 -1.130 0.0139 -0.0321 0.0097
C -4.135 -0.027 0.141 -0.0024 0.0134 -0.0108
C -5.144 -0.978 0.448 -0.0337 0.0244 -0.0078
C -5.420 -1.795 -0.606 0.0528 -0.0425 0.0112
S -4.441 -1.425 -1.958 -0.0580 0.0539 -0.0194
C -2.395 0.409 -3.231 -0.0119 -0.0191 -0.0021
C -1.940 -0.726 -3.834 0.0229 0.0022 -0.0012
C -1.925 -0.640 -5.253 0.0053 0.0069 0.0033
C -2.364 0.573 -5.703 -0.0276 -0.0063 -0.0029
S -2.812 1.596 -4.406 0.0319 0.0096 0.0013
H -0.658 2.645 -0.801 -0.0023 0.0030 -0.0054
H -1.496 5.127 -0.520 0.0018 -0.0004 -0.0021
H -4.053 5.341 -1.090 0.0025 0.0020 0.0031
H -3.773 0.724 0.831 -0.0084 -0.0003 0.0041
H -5.645 -1.046 1.404 -0.0016 0.0082 -0.0003
H -6.142 -2.595 -0.656 0.0072 -0.0064 0.0063
H -1.578 -1.574 -3.271 0.0008 0.0014 0.0051
H -1.603 -1.442 -5.902 -0.0009 0.0007 -0.0077
H -2.469 0.905 -6.724 0.0010 -0.0059 -0.0014
```
Forces are in eV/Å.